# C89H183F12N7O12S2

A cluster of 12 separate species, C89H183F12N7O12S2 in total in a non-equilibrium geometry (ωB97M-V/def2-TZVPD, OMol25).

Output
- Largest force on an atom: 0.114 hartree/bohr
- E: -6780.760278 Eh

```
! wB97M-V def2-TZVPD RIJCOSX def2/J DEFGRID3
* xyz 2 1
C 13.301 -10.711 -8.443
C 11.929 -10.980 -9.068
O 11.953 -11.621 -10.171
O 10.969 -10.339 -8.653
H 13.869 -11.599 -8.169
H 13.319 -10.064 -7.566
H 13.998 -10.145 -9.062
C 16.784 -12.184 -12.379
C 15.791 -13.263 -12.718
C 14.588 -13.475 -11.747
C 13.925 -14.879 -11.841
N 12.915 -15.272 -10.690
C 11.520 -14.673 -11.037
C 11.009 -15.795 -12.027
C 11.583 -17.141 -11.530
C 12.583 -16.733 -10.515
C 13.365 -14.592 -9.345
C 14.595 -15.200 -8.662
C 15.075 -14.220 -7.611
H 17.012 -12.222 -11.313
H 16.581 -11.129 -12.562
H 17.776 -12.260 -12.825
H 16.324 -14.206 -12.841
H 15.498 -13.116 -13.758
H 13.883 -12.644 -11.763
H 15.044 -13.353 -10.764
H 14.672 -15.673 -11.860
H 13.499 -15.042 -12.830
H 10.985 -14.676 -10.087
H 11.600 -13.654 -11.415
H 9.921 -15.739 -12.001
H 11.151 -15.591 -13.088
H 10.802 -17.743 -11.065
H 11.969 -17.668 -12.402
H 12.140 -16.824 -9.523
H 13.550 -17.233 -10.451
H 12.548 -14.850 -8.671
H 13.429 -13.520 -9.528
H 15.306 -15.429 -9.456
H 14.375 -16.125 -8.130
H 16.071 -14.522 -7.288
H 14.484 -14.252 -6.696
H 15.129 -13.202 -7.998
C 5.619 -10.972 -1.879
C 6.873 -10.082 -2.031
C 8.043 -10.784 -2.736
C 7.656 -11.156 -4.126
N 8.917 -11.584 -4.989
C 8.492 -12.206 -6.336
C 9.580 -13.251 -6.730
C 10.436 -13.613 -5.517
C 9.609 -12.901 -4.388
C 9.940 -10.408 -5.182
C 9.465 -9.091 -5.938
C 10.349 -7.793 -5.956
H 5.109 -10.510 -1.034
H 5.914 -11.965 -1.538
H 5.001 -10.909 -2.775
H 7.221 -9.722 -1.063
H 6.568 -9.198 -2.591
H 8.183 -11.722 -2.199
H 8.925 -10.160 -2.587
H 7.185 -10.350 -4.688
H 7.053 -12.062 -4.059
H 8.448 -11.453 -7.123
H 7.542 -12.739 -6.280
H 10.204 -13.168 -7.619
H 9.022 -14.185 -6.784
H 11.453 -13.222 -5.511
H 10.731 -14.659 -5.435
H 9.969 -12.530 -3.429
H 8.758 -13.543 -4.160
H 10.691 -10.884 -5.813
H 10.236 -10.011 -4.211
H 8.455 -8.769 -5.683
H 9.396 -9.483 -6.953
H 10.631 -7.512 -4.942
H 9.785 -6.946 -6.347
H 11.237 -7.831 -6.587
C 6.452 -14.261 -9.418
C 7.644 -13.982 -10.338
C 7.280 -12.742 -11.267
C 7.130 -11.519 -10.322
N 7.481 -10.213 -11.081
C 7.468 -8.970 -10.091
C 8.656 -8.097 -10.469
C 9.407 -8.809 -11.633
C 8.979 -10.228 -11.544
C 6.555 -9.986 -12.334
C 5.114 -9.883 -11.953
C 4.087 -9.870 -13.170
H 5.596 -14.607 -9.997
H 6.249 -13.462 -8.704
H 6.840 -15.086 -8.821
H 7.951 -14.840 -10.935
H 8.408 -13.726 -9.605
H 6.296 -12.871 -11.719
H 8.110 -12.797 -11.972
H 8.003 -11.577 -9.672
H 6.333 -11.429 -9.584
H 6.484 -8.501 -10.114
H 7.721 -9.458 -9.150
H 8.282 -7.123 -10.784
H 9.283 -7.832 -9.618
H 9.166 -8.300 -12.566
H 10.484 -8.719 -11.490
H 8.921 -10.828 -12.452
H 9.565 -10.667 -10.737
H 6.841 -10.788 -13.014
H 6.947 -9.065 -12.765
H 4.941 -8.987 -11.357
H 4.916 -10.738 -11.306
H 3.103 -9.896 -12.702
H 4.132 -10.765 -13.790
H 4.268 -9.197 -14.008
C 11.695 -5.670 -9.390
C 13.054 -6.309 -9.232
C 13.316 -7.404 -10.256
C 13.565 -6.816 -11.651
N 14.144 -7.779 -12.766
C 14.337 -6.888 -14.003
C 13.058 -7.112 -14.813
C 12.219 -8.229 -14.201
C 13.037 -8.869 -13.143
C 15.445 -8.538 -12.435
C 16.658 -7.519 -12.127
C 17.907 -7.607 -13.074
H 11.929 -4.799 -10.002
H 11.254 -5.436 -8.421
H 11.199 -6.381 -10.051
H 13.022 -6.802 -8.260
H 13.815 -5.529 -9.232
H 12.617 -8.235 -10.164
H 14.227 -7.814 -9.819
H 14.237 -6.001 -11.383
H 12.723 -6.282 -12.090
H 15.130 -7.271 -14.644
H 14.711 -5.944 -13.605
H 13.268 -7.369 -15.851
H 12.522 -6.164 -14.769
H 11.910 -9.034 -14.868
H 11.392 -7.731 -13.696
H 13.636 -9.702 -13.509
H 12.510 -9.325 -12.304
H 15.751 -9.098 -13.319
H 15.107 -9.238 -11.671
H 16.844 -7.622 -11.058
H 16.189 -6.537 -12.195
H 18.497 -6.693 -13.011
H 17.605 -7.690 -14.118
H 18.479 -8.487 -12.780
C 9.652 -13.171 -14.480
C 8.440 -14.169 -14.547
C 7.142 -13.553 -15.247
C 7.538 -12.982 -16.683
N 6.316 -12.492 -17.470
C 5.322 -13.545 -17.851
C 3.962 -13.027 -17.556
C 4.231 -12.290 -16.266
C 5.465 -11.504 -16.657
C 6.861 -11.606 -18.636
C 5.797 -10.943 -19.521
C 6.341 -10.314 -20.876
H 10.161 -12.906 -15.407
H 10.488 -13.547 -13.890
H 9.183 -12.291 -14.040
H 8.055 -14.502 -13.584
H 8.678 -15.140 -14.982
H 6.766 -12.735 -14.633
H 6.466 -14.405 -15.312
H 8.034 -13.733 -17.297
H 8.243 -12.151 -16.644
H 5.457 -13.669 -18.926
H 5.511 -14.465 -17.299
H 3.601 -12.490 -18.433
H 3.293 -13.881 -17.454
H 3.432 -11.613 -15.965
H 4.345 -12.900 -15.371
H 5.055 -10.672 -17.229
H 5.979 -11.104 -15.783
H 7.520 -12.258 -19.210
H 7.483 -10.850 -18.158
H 5.310 -10.104 -19.024
H 5.154 -11.762 -19.845
H 5.550 -9.694 -21.297
H 6.541 -11.137 -21.561
H 7.155 -9.644 -20.598
C 13.357 -5.860 -4.530
C 12.629 -4.433 -4.636
C 13.138 -3.643 -5.860
C 12.279 -2.323 -6.035
N 12.587 -1.540 -7.385
C 11.590 -0.351 -7.625
C 11.262 -0.401 -9.173
C 11.976 -1.546 -9.781
C 12.307 -2.489 -8.623
C 14.085 -1.007 -7.658
C 14.689 -0.266 -6.397
C 16.199 -0.049 -6.536
H 14.312 -5.820 -4.006
H 13.705 -6.245 -5.488
H 12.807 -6.662 -4.038
H 12.775 -3.908 -3.693
H 11.600 -4.762 -4.783
H 12.975 -4.322 -6.697
H 14.206 -3.454 -5.961
H 12.373 -1.634 -5.196
H 11.247 -2.616 -6.231
H 11.798 0.611 -7.157
H 10.717 -0.743 -7.102
H 11.583 0.492 -9.708
H 10.180 -0.528 -9.212
H 12.838 -1.229 -10.370
H 11.287 -2.032 -10.472
H 13.159 -3.134 -8.840
H 11.376 -3.036 -8.479
H 13.898 -0.294 -8.461
H 14.675 -1.871 -7.964
H 14.465 -0.958 -5.585
H 14.145 0.679 -6.387
H 16.703 0.609 -5.828
H 16.517 0.165 -7.556
H 16.634 -1.041 -6.414
C 18.627 -9.103 -6.596
C 18.845 -9.207 -8.097
C 20.360 -9.163 -8.438
C 20.963 -10.611 -8.386
N 22.394 -10.581 -8.993
C 23.046 -12.011 -8.802
C 23.986 -12.233 -10.012
C 23.186 -11.663 -11.128
C 22.470 -10.541 -10.526
C 23.461 -9.473 -8.462
C 23.580 -9.254 -6.914
C 24.459 -8.029 -6.508
H 19.437 -8.488 -6.205
H 18.798 -9.981 -5.974
H 17.693 -8.711 -6.194
H 18.468 -8.351 -8.656
H 18.233 -10.019 -8.491
H 20.712 -8.486 -7.659
H 20.457 -8.625 -9.381
H 20.390 -11.417 -8.844
H 21.062 -11.026 -7.383
H 23.617 -12.058 -7.875
H 22.230 -12.721 -8.668
H 24.909 -11.694 -9.796
H 24.207 -13.268 -10.275
H 23.848 -11.301 -11.915
H 22.453 -12.353 -11.545
H 22.676 -9.550 -10.932
H 21.462 -10.713 -10.905
H 23.119 -8.528 -8.884
H 24.461 -9.693 -8.836
H 23.963 -10.165 -6.456
H 22.623 -8.938 -6.497
H 25.502 -8.142 -6.805
H 24.507 -7.847 -5.434
H 24.117 -7.077 -6.914
C 5.543 -9.336 -7.110
O 5.497 -8.907 -5.776
O 5.657 -10.763 -6.985
C 4.422 -8.703 -8.082
F 4.814 -7.640 -8.701
F 4.098 -9.487 -9.106
F 3.319 -8.383 -7.487
C 5.780 -7.441 -5.639
C 4.914 -7.010 -4.465
H 5.285 -6.018 -4.208
H 3.847 -7.040 -4.687
H 5.146 -7.594 -3.575
H 5.682 -6.768 -6.491
H 6.837 -7.460 -5.371
H 6.474 -8.916 -7.491
C 12.477 -10.241 -1.257
O 13.115 -11.193 -2.183
O 11.673 -11.001 -0.395
C 13.633 -9.382 -0.519
F 14.723 -10.131 -0.496
F 13.939 -8.231 -1.206
F 13.451 -9.052 0.816
C 13.301 -10.558 -3.434
C 13.884 -11.519 -4.428
H 13.330 -12.456 -4.363
H 13.739 -11.309 -5.488
H 14.949 -11.646 -4.237
H 13.798 -9.604 -3.609
H 12.336 -10.508 -3.939
H 11.710 -9.564 -1.635
C 16.641 -5.642 -7.861
F 15.921 -6.727 -8.304
F 15.776 -4.830 -7.202
F 17.622 -6.208 -7.114
S 17.321 -4.726 -9.342
O 18.195 -5.614 -10.138
O 16.078 -4.301 -10.100
O 18.041 -3.551 -8.826
C 18.823 -14.562 -9.402
F 19.536 -14.262 -8.323
F 18.422 -15.811 -9.377
F 17.859 -13.699 -9.553
S 20.024 -14.302 -10.885
O 21.331 -14.737 -10.507
O 19.435 -14.933 -12.147
O 19.904 -12.875 -10.950
*
```